Version P
DFT (ωB97M-V/def2-TZVPD) results for a cluster of 2 separate species, H4N2O2 in total.

The geometry in XYZ format:
```
8
Properties=species:S:1:pos:R:3:mulliken_charge:R:1
N 0.06 -1.94 0.48 -0.256
N -0.24 1.80 -0.60 -0.180
O -0.69 -0.82 0.36 -0.300
O 0.34 0.69 -0.86 -0.321
H 1.02 -1.72 0.66 0.262
H -0.26 -2.44 -0.36 0.280
H -0.03 2.18 0.44 0.265
H -1.18 1.98 -0.82 0.251
```

Calculated values
HOMO (alpha / beta), Eh: -0.3423 / -0.3230
M, g/mol: 64.044
Spin multiplicity: 1

***

Version Q
DFT (ωB97M-V/def2-TZVPD) results for a cluster of 2 separate species, H4N2O2 in total.

The geometry in XYZ format:
```
8
Properties=species:S:1:pos:R:3:mulliken_charge:R:1
N 1.43 0.69 0.03 -0.182
N -1.09 -0.58 0.05 -0.031
O 0.89 -0.50 0.24 -0.352
O -1.90 0.40 0.05 -0.444
H 1.65 1.17 0.88 0.247
H 1.26 1.12 -0.84 0.236
H -1.02 -0.95 -1.00 0.277
H -1.21 -1.35 0.60 0.249
```

Calculated values
HOMO (alpha / beta), Eh: -0.3222 / -0.3123
M, g/mol: 64.044
Spin multiplicity: 1

***

Stability, descending: version P, version Q

***

Version P
DFT (ωB97M-V/def2-TZVPD) results for a cluster of 2 separate species, CH9N3 in total.

The geometry in XYZ format:
```
13
Properties=species:S:1:pos:R:3:mulliken_charge:R:1
N 1.25 1.93 0.05 -0.460
C 0.51 0.76 -0.34 -0.294
N 0.84 -0.41 -1.22 -0.519
H 2.13 1.69 0.57 0.208
H 1.44 2.60 -0.65 0.207
H 0.33 0.21 0.67 0.206
H -0.38 1.26 -0.88 0.225
H 1.40 -0.28 -1.99 0.177
H 1.36 -1.06 -0.68 0.233
N -2.32 -1.65 1.35 -0.673
H -2.20 -0.74 0.88 0.246
H -2.96 -2.22 0.81 0.219
H -1.41 -2.09 1.42 0.227
```

Calculated values
HOMO, Eh: -0.3454
M, g/mol: 63.104
SMILES: NCN.N
Spin multiplicity: 1

***

Version Q
DFT (ωB97M-V/def2-TZVPD) results for a cluster of 2 separate species, CH9N3 in total.

The geometry in XYZ format:
```
13
Properties=species:S:1:pos:R:3:mulliken_charge:R:1
N 1.68 -0.09 1.81 -0.559
C 0.75 0.27 0.76 -0.206
N 0.37 -0.98 0.10 -0.643
H 1.39 -0.98 2.21 0.221
H 1.87 0.57 2.52 0.191
H 1.20 0.98 0.05 0.246
H -0.14 0.78 1.17 0.260
H 0.01 -0.77 -0.82 0.254
H 1.26 -1.38 -0.15 0.259
N -1.88 0.32 -1.82 -0.683
H -1.96 -0.09 -2.75 0.223
H -2.55 0.05 -1.14 0.218
H -1.98 1.32 -1.95 0.220
```

Calculated values
HOMO, Eh: -0.3222
M, g/mol: 63.104
SMILES: NCN.N
Spin multiplicity: 1

***

Version R
DFT (ωB97M-V/def2-TZVPD) results for a cluster of 2 separate species, CH9N3 in total.

The geometry in XYZ format:
```
13
Properties=species:S:1:pos:R:3:mulliken_charge:R:1
N -1.10 -0.89 0.78 -0.441
C -0.97 -1.41 -0.57 -0.224
N 0.41 -2.03 -0.97 -0.672
H -1.90 -0.99 1.33 0.164
H -0.61 -0.11 1.14 0.158
H -1.35 -0.38 -1.10 0.254
H -1.74 -2.23 -0.88 0.242
H 0.29 -2.60 -1.82 0.253
H 0.39 -2.78 -0.31 0.264
N 1.73 3.40 0.31 -0.670
H 2.48 3.36 1.09 0.233
H 1.21 2.43 0.41 0.214
H 1.14 4.22 0.60 0.226
```

Calculated values
HOMO, Eh: -0.3254
M, g/mol: 63.104
SMILES: NCN.N
Spin multiplicity: 1

***

Version S
DFT (ωB97M-V/def2-TZVPD) results for a cluster of 2 separate species, CH9N3 in total.

The geometry in XYZ format:
```
13
Properties=species:S:1:pos:R:3:mulliken_charge:R:1
N 2.24 0.69 0.71 -0.466
C 0.90 0.59 0.30 -0.489
N 0.16 -0.48 -0.40 -0.594
H 2.57 0.04 1.34 0.203
H 2.88 0.88 -0.08 0.212
H 0.29 0.80 1.21 0.310
H 0.65 1.52 -0.32 0.330
H 0.39 -0.42 -1.40 0.261
H 0.51 -1.41 -0.10 0.209
N -2.84 -0.55 -0.08 -0.781
H -1.88 -0.67 0.20 0.358
H -2.88 0.34 -0.61 0.231
H -2.98 -1.33 -0.77 0.215
```

Calculated values
HOMO, Eh: -0.3369
M, g/mol: 63.104
SMILES: NCN.N
Spin multiplicity: 1

***

Stability, descending: version Q, version S, version P, version R

***

Version P
DFT (ωB97M-V/def2-TZVPD) results for the molecule C6H10.

The geometry in XYZ format:
```
16
Properties=species:S:1:pos:R:3:mulliken_charge:R:1
C -0.01 0.14 0.96 -0.352
C -1.23 -0.26 1.50 -0.781
C -0.42 -0.08 -0.53 0.363
C 0.99 0.17 -0.56 -0.448
C 2.01 -0.93 -0.26 -0.956
C -1.23 1.14 -1.10 -1.247
H 0.53 0.92 1.49 0.401
H -1.65 0.10 2.43 0.299
H -1.44 -1.30 1.29 0.285
H -0.50 -1.14 -0.78 0.444
H 2.88 -0.81 -0.92 0.321
H 2.33 -1.07 0.76 0.319
H 1.61 -1.89 -0.66 0.256
H -2.24 0.98 -0.76 0.368
H -0.72 1.96 -0.59 0.346
H -1.13 1.14 -2.18 0.382
```

Calculated values
HOMO, Eh: -0.2559
M, g/mol: 82.146
Spin multiplicity: 1

***

Version Q
DFT (ωB97M-V/def2-TZVPD) results for the molecule C6H10.

The geometry in XYZ format:
```
16
Properties=species:S:1:pos:R:3:mulliken_charge:R:1
C 0.76 0.88 -1.96 -0.164
C 0.06 0.85 -0.97 -0.519
C -0.31 0.65 0.39 0.372
C 0.25 1.83 1.29 -1.167
C 0.23 -0.94 0.23 -0.696
C -0.77 -1.86 -0.53 -0.994
H 1.50 0.33 -2.50 0.303
H -1.36 0.49 0.67 0.256
H 1.08 1.50 1.92 0.309
H 0.62 2.65 0.67 0.340
H -0.50 2.28 1.96 0.296
H 0.34 -1.26 1.25 0.441
H 1.21 -1.06 -0.27 0.309
H -1.81 -1.56 -0.34 0.295
H -0.64 -1.88 -1.62 0.285
H -0.67 -2.90 -0.19 0.334
```

Calculated values
HOMO, Eh: -0.3326
M, g/mol: 82.146
SMILES: C#C[C@H](C)CC
Spin multiplicity: 1

***

Version R
DFT (ωB97M-V/def2-TZVPD) results for a cluster of 2 separate species, C6H10 in total.

The geometry in XYZ format:
```
16
Properties=species:S:1:pos:R:3:mulliken_charge:R:1
C -1.34 0.89 0.69 -0.408
C -1.93 -0.16 -0.06 -0.509
C 3.43 -0.18 0.03 -0.812
C 2.19 -0.15 -0.39 -0.066
C 1.01 0.27 0.35 0.086
C -0.19 0.16 -0.17 -0.221
H -1.32 1.95 0.46 0.242
H -4.81 -1.46 -1.05 0.023
H -1.13 0.74 1.75 0.263
H -4.60 -0.83 -1.38 -0.029
H -0.12 0.15 -1.25 0.312
H 4.23 -0.52 -0.60 0.262
H 3.70 0.09 1.05 0.252
H 1.98 -0.49 -1.40 0.211
H 1.15 0.53 1.39 0.289
H -2.23 -0.98 0.60 0.105
```

Calculated values
HOMO, Eh: -0.2761
M, g/mol: 82.146
Spin multiplicity: 1

***

Version S
DFT (ωB97M-V/def2-TZVPD) results for a cluster of 2 separate species, C6H10 in total.

The geometry in XYZ format:
```
16
Properties=species:S:1:pos:R:3:mulliken_charge:R:1
C 0.99 -1.82 -0.50 -0.770
C -0.11 -1.13 -0.34 0.519
C -1.11 -0.31 -0.13 -0.153
C -2.58 -0.52 -0.27 -1.132
H 1.52 -1.83 -1.45 0.266
H 1.43 -2.38 0.32 0.263
H -0.80 0.69 0.19 0.063
H -2.84 -1.53 -0.59 0.342
H -3.08 -0.32 0.69 0.281
H -3.00 0.19 -0.99 0.280
C 1.12 1.94 0.62 -0.577
C 2.09 1.05 0.40 -0.437
H 0.74 2.57 -0.17 0.283
H 0.66 2.05 1.60 0.282
H 2.45 0.40 1.19 0.245
H 2.53 0.92 -0.58 0.245
```

Calculated values
HOMO, Eh: -0.3439
M, g/mol: 82.146
SMILES: C=C=CC.C=C
Spin multiplicity: 1

***

Stability, descending: version S, version Q, version R, version P

***

Version P
DFT (ωB97M-V/def2-TZVPD) results for the molecule C12H16N2O.

The geometry in XYZ format:
```
31
Properties=species:S:1:pos:R:3:mulliken_charge:R:1
C 1.39 -2.91 -0.46 -0.865
N 1.32 -1.51 -1.07 0.032
C 0.83 -1.47 -2.49 -0.835
C 0.72 -0.08 -3.12 -0.998
C 0.19 0.98 -2.08 0.288
C 1.09 0.89 -0.84 -1.419
C 0.92 -0.47 -0.11 -0.455
C -0.46 -0.59 0.30 1.393
C -0.98 -1.12 1.53 -1.286
C -2.39 -0.86 1.56 -0.367
N -2.72 -0.11 0.42 0.144
C -3.98 0.68 0.40 -0.857
C -1.56 -0.02 -0.37 -0.185
C -1.17 0.60 -1.60 -0.034
O -2.12 1.08 -2.17 -0.687
H 2.12 -3.61 -0.96 0.291
H 0.35 -3.36 -0.49 0.279
H 1.72 -2.75 0.59 0.291
H -0.16 -1.75 -2.51 0.451
H 1.62 -2.08 -3.03 0.415
H 0.05 -0.09 -3.97 0.428
H 1.72 0.24 -3.42 0.429
H 0.24 1.99 -2.42 0.475
H 2.15 0.94 -1.10 0.496
H 0.93 1.80 -0.16 0.313
H 1.41 -0.53 0.85 0.533
H -0.44 -1.45 2.43 0.362
H -3.16 -0.96 2.27 0.416
H -3.75 1.70 0.26 0.324
H -4.60 0.61 1.29 0.329
H -4.55 0.31 -0.45 0.303
```

Calculated values
HOMO, Eh: -0.2922
M, g/mol: 204.273
SMILES: CN1CC[C@@H]2C[C@H]1c1ccn(C)c1C2=O
Spin multiplicity: 1

***

Version Q
DFT (ωB97M-V/def2-TZVPD) results for a cluster of 2 separate species, C12H16N2O in total.

The geometry in XYZ format:
```
31
Properties=species:S:1:pos:R:3:mulliken_charge:R:1
C -0.90 2.53 1.89 -1.398
C -0.54 1.89 0.57 1.047
C 0.40 2.35 -0.28 -1.099
N 0.45 1.70 -1.49 -0.056
C -0.58 0.71 -1.35 0.430
C -1.04 -0.17 -2.29 -1.229
C -2.04 -1.02 -1.84 -0.146
C -2.78 -0.96 -0.69 -0.747
C -2.49 0.13 0.18 -0.487
C -1.32 0.88 -0.11 0.416
H -0.66 1.78 2.71 0.289
H -1.94 2.80 1.85 0.303
H -0.20 3.34 2.31 0.325
H 1.09 3.20 -0.10 0.321
H 1.23 1.65 -2.16 0.278
H -0.67 -0.22 -3.27 0.445
H -2.53 -1.77 -2.49 0.271
H -3.49 -1.66 -0.34 0.475
H -2.98 0.40 1.04 0.509
C 1.58 -2.26 -0.82 -0.794
C 1.17 -2.11 0.69 -0.058
C 2.30 -1.32 1.46 0.382
N 2.25 0.03 1.27 -0.350
O 3.11 -1.70 2.29 -0.676
H 0.60 -2.06 -1.38 0.035
H 1.95 -3.17 -1.06 0.453
H 2.39 -1.44 -1.07 0.226
H 0.28 -1.49 0.83 -0.019
H 0.91 -3.01 1.22 0.408
H 2.78 0.48 1.91 0.183
H 1.68 0.49 0.53 0.262
```

Calculated values
HOMO, Eh: -0.2982
M, g/mol: 204.273
SMILES: Cc1c[nH]c2ccccc12.CCC(N)=O
Spin multiplicity: 1

***

Version R
DFT (ωB97M-V/def2-TZVPD) results for a cluster of 2 separate species, C12H16N2O in total.

The geometry in XYZ format:
```
31
Properties=species:S:1:pos:R:3:mulliken_charge:R:1
C 0.57 2.55 -1.27 -1.379
C 0.05 1.34 -1.95 0.476
C -0.87 1.24 -2.94 -0.630
N -1.10 -0.08 -3.28 -0.036
C -0.34 -0.87 -2.45 -0.430
C -0.23 -2.25 -2.38 -0.790
C 0.56 -2.78 -1.38 -0.470
C 1.36 -1.95 -0.57 -0.642
C 1.31 -0.59 -0.73 -0.460
C 0.39 -0.02 -1.60 1.259
H 0.77 3.42 -1.90 0.397
H 1.50 2.41 -0.75 0.323
H -0.17 2.91 -0.54 0.204
H -1.32 2.01 -3.55 0.415
H -1.87 -0.36 -3.85 0.208
H -0.62 -2.94 -3.13 0.364
H 0.59 -3.85 -1.23 0.409
H 1.94 -2.41 0.21 0.424
H 2.00 0.05 -0.18 0.366
C -0.17 -1.11 3.73 -1.426
C 0.09 -0.31 2.45 0.221
C -0.18 1.17 2.63 0.545
N -1.36 1.59 2.05 -0.447
O 0.53 1.93 3.26 -0.635
H 0.23 -0.58 4.60 0.330
H 0.33 -2.08 3.70 0.367
H -1.24 -1.14 3.93 0.359
H 1.11 -0.44 2.10 0.136
H -0.64 -0.66 1.72 0.065
H -1.56 2.58 2.14 0.262
H -1.67 1.20 1.17 0.217
```

Calculated values
HOMO, Eh: -0.2946
M, g/mol: 204.273
SMILES: Cc1c[nH]c2ccccc12.CCC(N)=O
Spin multiplicity: 1

***

Stability, descending: version R, version Q, version P